No. 1
Below is one molecule with the formula C4H9N3O at a distorted geometry, with properties calculated with the ωB97M-V functional and the def2-TZVPD basis.

Atoms and positions in Å:
C1 -2.441 -1.468 0.899
C2 -2.012 -1.195 -0.522
C3 -0.987 -0.508 -0.984
C4 1.191 0.613 -1.006
H1 -3.285 -2.222 0.880
H2 -1.645 -1.900 1.529
H3 -2.668 -0.458 1.379
H4 -2.664 -1.537 -1.437
H5 -0.942 -0.359 -2.106
H6 -1.028 0.231 1.307
H7 0.349 -0.711 1.508
H8 1.051 0.335 -2.065
H9 1.426 1.261 1.142
N1 0.069 0.110 -0.365
N2 -0.039 0.129 1.083
N3 2.279 1.104 -0.530
O1 2.343 1.413 0.778

Cartesian forces (eV/Å) of the 2 atoms listed first:
-0.4 0.0 0.3
-1.6 -1.0 -1.8

The energy above the lowest of the compared OMol25 structures with the same formula, charge and spin is 112.9 kcal per mole. The orbital gap comes out at 8.50 eV. As for the SMILES: C/C=C\N(N)/C=N\O. The HOMO energy is -7.95 eV. As for the multiplicity: 1. The LUMO energy is 0.55 eV.

No. 2
Below is C28H38N4P2Zr as an isolated structure at a distorted geometry, with properties calculated with the ωB97M-V functional and the def2-TZVPD basis.

Atoms and positions in Å:
Zr1 -0.026 2.095 -3.590
C1 -1.987 2.028 -5.785
C2 -1.842 0.602 -5.494
C3 -0.845 -0.148 -6.395
C4 0.479 0.591 -6.648
C5 0.822 1.508 -5.498
C6 0.622 2.936 -5.502
C7 -0.303 3.679 -6.439
C8 -1.456 2.778 -6.944
C9 0.934 3.435 -2.032
H1 -2.946 2.432 -5.415
H2 -2.808 0.065 -5.633
H3 -1.372 -0.337 -7.352
H4 -0.616 -1.125 -5.963
H5 1.253 -0.193 -6.757
H6 0.519 1.128 -7.609
H7 1.729 1.156 -4.977
H8 1.423 3.569 -5.088
H9 0.216 4.123 -7.296
H10 -0.733 4.541 -5.881
H11 -2.272 3.414 -7.339
H12 -1.151 2.108 -7.776
H13 0.139 4.037 -1.564
H14 1.652 4.110 -2.525
H15 1.460 2.893 -1.229
P1 1.338 -0.817 -2.579
P2 -1.696 -1.943 -2.349
N1 2.929 -0.148 -3.277
N2 2.136 -1.702 -1.326
N3 -2.442 -0.555 -3.191
N4 -3.149 -2.797 -2.056
C10 0.789 -2.002 -3.851
C11 -0.679 -2.560 -3.769
C12 3.236 1.216 -3.294
C13 4.433 1.384 -3.972
C14 4.903 0.098 -4.335
C15 3.974 -0.839 -3.899
C16 2.968 -1.076 -0.369
C17 3.854 -2.014 0.121
C18 3.574 -3.263 -0.540
C19 2.517 -3.046 -1.408
C20 -3.415 0.156 -2.499
C21 -3.334 1.522 -2.629
C22 -2.160 1.828 -3.346
C23 -1.611 0.502 -3.950
C24 -4.345 -2.791 -2.807
C25 -5.378 -3.256 -2.000
C26 -4.816 -3.550 -0.705
C27 -3.464 -3.275 -0.754
H16 1.508 -2.838 -3.822
H17 0.973 -1.487 -4.820
H18 -1.224 -2.397 -4.712
H19 -0.625 -3.651 -3.613
H20 2.636 1.928 -2.742
H21 4.906 2.333 -4.177
H22 5.818 -0.145 -4.869
H23 3.984 -1.926 -3.950
H24 2.832 -0.023 -0.131
H25 4.628 -1.841 0.851
H26 4.095 -4.194 -0.416
H27 1.979 -3.710 -2.075
H28 -4.177 -0.388 -1.946
H29 -4.043 2.252 -2.254
H30 -1.829 2.884 -3.654
H31 -0.517 0.165 -3.760
H32 -4.320 -2.495 -3.844
H33 -6.417 -3.375 -2.277
H34 -5.363 -3.914 0.160
H35 -2.675 -3.428 -0.032
C28 -0.396 0.963 -1.311
H36 0.564 0.886 -0.771
H37 -0.963 0.050 -1.064
H38 -0.970 1.778 -0.819

Cartesian forces (eV/Å) of the 2 atoms listed first:
1.6 0.9 5.6
-1.7 1.6 0.8

The energy above the lowest of the compared OMol25 structures with the same formula, charge and spin is 41.6 kcal per mole. As for the total charge: +2. The orbital gap (alpha / beta) comes out at 4.96 / 4.96 eV. The HOMO energy (alpha / beta) is -13.36 / -13.36 eV. As for the multiplicity: 1. The LUMO energy (alpha / beta) is -8.40 / -8.40 eV.

No. 3
Below is an isolated ion of composition C9H17BN3O2S and charge +1 at a distorted geometry, with properties calculated with the ωB97M-V functional and the def2-TZVPD basis.

Atoms and positions in Å:
C1 -1.599 2.634 -0.044
B1 -2.231 1.164 0.182
O1 -3.612 0.958 0.247
N1 -1.258 0.005 0.282
C2 -0.605 -0.583 1.367
C3 -0.764 -0.145 2.845
C4 0.672 0.362 3.336
O2 0.599 1.740 3.729
C5 0.198 -1.633 0.759
N2 0.005 -1.573 -0.631
N3 0.576 -2.352 -1.647
C6 1.559 -1.597 -2.158
C7 2.835 -1.335 -1.293
C8 1.502 -0.924 -3.546
C9 -0.900 -0.580 -0.916
S1 -1.608 -0.005 -2.466
H1 -0.638 2.679 0.528
H2 -2.300 3.434 0.300
H3 -1.449 2.794 -1.148
H4 -3.968 1.327 -0.587
H5 -1.166 -0.942 3.512
H6 -1.406 0.782 2.833
H7 0.990 -0.267 4.213
H8 1.407 0.304 2.490
H9 1.476 2.155 3.650
H10 0.843 -2.350 1.298
H11 2.851 -1.997 -0.396
H12 2.743 -0.278 -0.894
H13 3.769 -1.361 -1.903
H14 1.133 0.131 -3.363
H15 0.767 -1.391 -4.249
H16 2.528 -0.827 -3.977
H17 -2.950 -0.331 -2.353

Cartesian forces (eV/Å) of the 2 atoms listed first:
-0.4 -0.6 0.1
-1.0 2.0 -0.1

As for the total charge: +1. The orbital gap comes out at 8.52 eV. The HOMO energy is -12.67 eV. As for the multiplicity: 1. The LUMO energy is -4.15 eV.

No. 4
Below is C44H49IN5O5Sr as an isolated structure, with properties calculated with the ωB97M-V functional and the def2-TZVPD basis.

Atoms and positions in Å:
Sr1 1.337 0.000 -0.835
C1 -0.421 -4.410 0.006
C2 -1.599 -3.444 0.166
C3 -2.747 -4.119 0.922
C4 -2.041 -2.910 -1.186
C5 -2.623 -3.782 -2.099
C6 -2.997 -3.360 -3.362
C7 -2.772 -2.044 -3.737
C8 -2.194 -1.139 -2.857
C9 -1.971 0.311 -3.240
C10 -1.840 0.533 -4.744
C11 -3.076 1.201 -2.662
C12 -1.842 -1.571 -1.567
N1 -1.210 -0.657 -0.701
C13 -1.829 -0.221 0.375
C14 -1.152 0.553 1.383
N2 0.122 0.891 1.265
C15 0.680 1.772 2.217
C16 0.380 3.145 2.198
C17 0.955 3.962 3.164
C18 1.819 3.457 4.119
C19 2.148 2.110 4.099
C20 1.594 1.259 3.152
C21 1.997 -0.201 3.071
C22 3.228 -0.345 2.167
C23 2.266 -0.849 4.427
C24 -0.511 3.768 1.138
C25 0.286 4.766 0.292
C26 -1.745 4.443 1.743
C27 -2.110 0.800 2.481
C28 -2.050 1.385 3.719
C29 -3.227 1.423 4.514
C30 -4.424 0.906 4.093
C31 -4.512 0.278 2.820
C32 -5.663 -0.310 2.228
C33 -5.578 -0.877 0.983
C34 -4.364 -0.928 0.247
C35 -3.237 -0.382 0.802
C36 -3.345 0.234 2.072
H1 -0.083 -4.760 0.984
H2 0.412 -3.925 -0.504
H3 -0.714 -5.284 -0.581
H4 -1.255 -2.604 0.767
H5 -3.102 -5.005 0.390
H6 -3.589 -3.439 1.053
H7 -2.409 -4.438 1.910
H8 -2.771 -4.819 -1.820
H9 -3.444 -4.056 -4.061
H10 -3.049 -1.725 -4.734
H11 -1.028 0.623 -2.778
H12 -2.789 0.363 -5.256
H13 -1.088 -0.129 -5.172
H14 -1.543 1.565 -4.939
H15 -4.041 0.919 -3.091
H16 -2.889 2.251 -2.900
H17 -3.143 1.103 -1.579
H18 0.730 5.022 3.160
H19 2.255 4.111 4.863
H20 2.843 1.723 4.833
H21 1.164 -0.738 2.608
H22 4.103 0.099 2.646
H23 3.110 0.201 1.225
H24 3.449 -1.391 1.946
H25 3.144 -0.419 4.912
H26 2.452 -1.917 4.303
H27 1.411 -0.724 5.093
H28 -0.855 2.975 0.476
H29 0.629 5.605 0.902
H30 -0.343 5.165 -0.506
H31 1.157 4.291 -0.157
H32 -1.455 5.265 2.403
H33 -2.345 3.739 2.319
H34 -2.370 4.858 0.950
H35 -1.140 1.831 4.098
H36 -3.171 1.893 5.488
H37 -5.302 0.969 4.724
H38 -6.605 -0.304 2.763
H39 -6.464 -1.316 0.541
H40 -4.348 -1.403 -0.726
C37 4.929 -1.992 -2.567
C38 4.917 -0.597 -2.055
N3 3.847 0.168 -1.926
C39 4.279 1.376 -1.421
C40 5.637 1.334 -1.244
N4 6.013 0.082 -1.656
C41 6.680 2.260 -0.736
O1 6.280 3.440 -0.342
O2 7.834 1.884 -0.699
C42 3.303 2.481 -1.111
O3 3.761 3.530 -0.618
O4 2.091 2.247 -1.367
H41 4.096 -2.548 -2.138
H42 5.865 -2.494 -2.329
H43 4.793 -2.015 -3.649
H44 6.971 -0.230 -1.646
H45 5.259 3.538 -0.457
N5 1.296 -1.315 -3.886
C43 1.231 -2.418 -3.044
O5 1.589 -2.269 -1.844
C44 0.756 -3.630 -3.584
I1 3.071 -4.312 -5.145
H46 2.045 -0.672 -3.648
H47 1.312 -1.556 -4.867
H48 0.229 -3.638 -4.522
H49 0.658 -4.477 -2.924

Cartesian forces (eV/Å) of the 2 atoms listed first:
-0.4 -0.3 -0.2
0.0 0.1 0.0

The energy above the lowest of the compared OMol25 structures with the same formula, charge and spin is 0.9 kcal per mole. As for the total charge: -1. The orbital gap (alpha / beta) comes out at 5.65 / 6.40 eV. The HOMO energy (alpha / beta) is -4.02 / -4.57 eV. As for the multiplicity: 1. The LUMO energy (alpha / beta) is 1.63 / 1.83 eV.

No. 5
Below is C16H23BN6Os as an isolated structure at a distorted geometry, with properties calculated with the ωB97M-V functional and the def2-TZVPD basis.

Atoms and positions in Å:
C1 -0.200 2.921 -0.534
N1 0.025 1.739 -1.166
N2 0.262 2.018 -2.517
C2 0.140 3.332 -2.697
C3 -0.133 3.950 -1.494
B1 0.333 0.784 -3.449
N3 1.511 -0.110 -2.928
N4 1.419 -0.660 -1.653
C4 2.465 -1.530 -1.494
C5 3.230 -1.514 -2.662
C6 2.574 -0.656 -3.543
Os1 -0.111 -0.152 -0.443
N5 -0.953 -0.063 -3.251
N6 -1.312 -0.568 -1.988
C7 -2.500 -1.235 -2.177
C8 -2.850 -1.184 -3.532
C9 -1.844 -0.474 -4.164
H1 -3.034 -1.721 -1.371
H2 -1.655 -0.283 -5.208
H3 -3.695 -1.655 -4.019
H4 0.437 1.053 -4.600
H5 2.751 -0.457 -4.586
H6 0.220 3.799 -3.679
H7 4.129 -2.087 -2.825
H8 -0.272 4.976 -1.277
H9 2.569 -2.101 -0.592
H10 -0.362 2.957 0.519
H11 -0.652 -2.127 0.080
C10 -0.148 -3.007 0.594
H12 0.026 -3.805 -0.169
H13 0.826 -2.641 0.994
H14 -0.730 -3.324 1.474
C11 -1.268 1.055 4.753
C12 -0.180 0.262 4.027
C13 1.158 0.844 4.492
C14 -0.281 -1.185 4.526
C15 -0.370 0.422 2.570
C16 -0.433 0.280 1.330
H15 -1.174 0.973 5.846
H16 -2.258 0.699 4.468
H17 -1.206 2.107 4.472
H18 1.200 0.743 5.585
H19 2.027 0.349 4.052
H20 1.246 1.902 4.227
H21 -1.244 -1.641 4.270
H22 0.502 -1.830 4.116
H23 -0.184 -1.152 5.621

Cartesian forces (eV/Å) of the 2 atoms listed first:
0.4 -1.0 -1.3
-0.3 1.3 1.9

As for the total charge: +4. The orbital gap (alpha / beta) comes out at 7.42 / 4.45 eV. The HOMO energy (alpha / beta) is -22.76 / -22.40 eV. As for the multiplicity: 5. The LUMO energy (alpha / beta) is -15.34 / -17.95 eV.

No. 6
Below is an isolated ion of composition C4H8NO4S and charge -1 at a distorted geometry, with properties calculated with the ωB97M-V functional and the def2-TZVPD basis.

Atoms and positions in Å:
C1 -0.060 0.953 0.210
C2 2.279 0.638 0.820
C3 1.103 -1.157 -0.408
C4 -1.220 0.407 -0.509
N1 1.036 0.078 0.296
O1 -2.292 -2.094 -0.218
O2 0.010 2.088 0.616
O3 -3.539 0.009 0.399
O4 -2.000 1.420 -0.932
S1 -2.355 -0.821 0.646
H1 2.156 1.643 0.928
H2 2.328 0.208 1.758
H3 3.211 0.370 0.233
H4 1.126 -1.127 -1.499
H5 1.980 -1.647 -0.039
H6 0.082 -1.667 -0.296
H7 -0.972 -0.262 -1.363
H8 -2.874 0.964 -0.642

Cartesian forces (eV/Å) of the 2 atoms listed first:
1.8 -1.4 -0.7
0.2 -2.6 -2.0

The energy above the lowest of the compared OMol25 structures with the same formula, charge and spin is 3.0 kcal per mole. As for the total charge: -1. The orbital gap comes out at 7.52 eV. The HOMO energy is -4.05 eV. As for the multiplicity: 1. The LUMO energy is 3.47 eV.

No. 7
Below is C53H60CsF6N8O5PS7 as an isolated structure at a distorted geometry, with properties calculated with the ωB97M-V functional and the def2-TZVPD basis.

Atoms and positions in Å:
Cs1 0.400 1.751 -0.645
S1 -2.622 -1.060 7.231
C1 -4.310 -0.900 6.947
C2 -4.581 -0.769 5.622
C3 -3.419 -0.800 4.815
C4 -2.261 -0.946 5.529
C5 -0.890 -0.962 5.041
C6 -0.623 -0.811 3.658
N1 0.575 -0.759 3.145
C7 1.644 -0.834 3.959
C8 1.507 -1.050 5.346
C9 2.683 -1.197 6.152
C10 3.918 -1.154 5.599
C11 4.092 -0.946 4.192
C12 5.344 -0.957 3.563
C13 5.440 -0.758 2.198
C14 4.231 -0.503 1.500
N2 3.058 -0.490 2.068
C15 2.958 -0.739 3.382
C16 6.698 -0.832 1.470
C17 6.928 -0.626 0.137
C18 8.276 -0.839 -0.242
C19 9.070 -1.201 0.798
S2 8.181 -1.289 2.266
C20 0.207 -1.110 5.870
H1 -4.996 -0.902 7.779
H2 -5.578 -0.644 5.225
H3 -3.452 -0.695 3.739
H4 -1.441 -0.746 2.945
H5 2.557 -1.351 7.218
H6 4.804 -1.282 6.210
H7 6.235 -1.143 4.154
H8 4.250 -0.290 0.441
H9 6.156 -0.319 -0.556
H10 8.632 -0.731 -1.257
H11 10.124 -1.427 0.803
H12 0.076 -1.278 6.933
F1 4.136 4.745 2.144
C21 4.507 3.614 1.534
F2 4.385 2.609 2.410
F3 5.801 3.731 1.204
S3 3.451 3.295 0.040
O1 2.153 3.024 0.569
O2 3.609 4.430 -0.819
N3 4.259 2.020 -0.457
S4 3.741 1.504 -1.841
O3 2.375 1.861 -2.101
O4 4.179 0.168 -2.109
C22 4.733 2.530 -3.087
F4 5.678 3.267 -2.494
F5 5.358 1.710 -3.954
F6 3.948 3.339 -3.796
C23 -0.287 -1.733 -5.028
C24 -0.832 -0.306 -5.169
C25 -1.430 -0.144 -6.567
C26 0.384 0.618 -5.008
P1 -1.953 -0.023 -3.592
N4 -1.162 0.039 -2.300
C27 -3.246 -1.491 -3.601
C28 -4.393 -1.058 -2.678
C29 -3.816 -1.990 -4.928
C30 -2.560 -2.642 -2.854
C31 -3.003 1.566 -3.991
C32 -3.570 2.054 -2.650
C33 -4.117 1.470 -5.035
C34 -2.004 2.638 -4.446
H13 0.562 -1.880 -5.706
H14 -1.034 -2.489 -5.273
H15 0.062 -1.887 -4.006
H16 -0.679 -0.430 -7.314
H17 -1.717 0.888 -6.773
H18 -2.304 -0.780 -6.713
H19 1.245 0.201 -5.546
H20 0.650 0.693 -3.952
H21 0.211 1.619 -5.400
H22 -5.104 -0.393 -3.167
H23 -3.981 -0.560 -1.799
H24 -4.952 -1.940 -2.340
H25 -4.267 -1.181 -5.506
H26 -4.596 -2.738 -4.733
H27 -3.053 -2.470 -5.542
H28 -2.146 -2.240 -1.927
H29 -1.752 -3.106 -3.418
H30 -3.295 -3.422 -2.612
H31 -4.495 1.548 -2.375
H32 -3.787 3.128 -2.704
H33 -2.837 1.893 -1.853
H34 -4.940 0.839 -4.702
H35 -3.749 1.083 -5.988
H36 -4.527 2.472 -5.216
H37 -1.133 2.638 -3.788
H38 -2.476 3.626 -4.396
H39 -1.681 2.486 -5.476
O5 -1.501 2.588 0.655
C35 -2.261 2.850 1.727
C36 -2.901 4.261 1.635
C37 -3.709 4.697 0.629
C38 -4.110 6.053 0.763
C39 -3.592 6.640 1.876
S5 -2.612 5.539 2.761
C40 -1.468 2.747 3.051
C41 -0.118 2.643 3.185
C42 0.316 2.604 4.540
C43 -0.710 2.668 5.426
S6 -2.224 2.774 4.617
C44 -3.419 1.842 1.807
C45 -4.666 1.883 2.356
C46 -5.408 0.693 2.109
C47 -4.701 -0.210 1.374
S7 -3.140 0.385 0.944
H40 -4.017 4.052 -0.183
H41 -4.753 6.567 0.062
H42 -3.720 7.649 2.237
H43 0.548 2.598 2.339
H44 1.357 2.524 4.827
H45 -0.689 2.674 6.505
H46 -5.036 2.727 2.925
H47 -6.427 0.537 2.443
H48 -5.018 -1.186 1.039
C48 0.246 -3.001 0.775
N5 1.310 -2.491 -0.078
C49 2.550 -3.171 0.258
N6 2.444 -4.632 0.072
C50 1.346 -5.102 0.921
N7 0.071 -4.459 0.609
C51 -0.230 -4.709 -0.805
N8 0.820 -4.222 -1.702
C52 0.976 -2.770 -1.471
C53 2.073 -4.874 -1.327
H49 -0.689 -2.503 0.512
H50 0.488 -2.784 1.817
H51 2.802 -2.971 1.301
H52 3.351 -2.794 -0.383
H53 1.599 -4.894 1.964
H54 1.240 -6.184 0.790
H55 -1.167 -4.209 -1.060
H56 -0.346 -5.788 -0.954
H57 0.051 -2.251 -1.731
H58 1.781 -2.401 -2.112
H59 2.873 -4.498 -1.970
H60 1.973 -5.954 -1.481

Cartesian forces (eV/Å) of the 2 atoms listed first:
-3.0 -2.3 -0.3
-0.1 0.1 -0.3

The energy above the lowest of the compared OMol25 structures with the same formula, charge and spin is 31.3 kcal per mole. As for the total charge: -2. The orbital gap comes out at 4.92 eV. The HOMO energy is -1.70 eV. As for the multiplicity: 1. The LUMO energy is 3.22 eV.

No. 8
Below is C4H4N4 as an isolated structure at a distorted geometry, with properties calculated with the ωB97M-V functional and the def2-TZVPD basis.

Atoms and positions in Å:
C1 -1.516 -0.573 -0.369
C2 0.381 -1.040 0.258
C3 1.564 0.658 -0.057
C4 0.156 0.478 0.386
H1 -1.663 1.357 -0.070
H2 -2.645 -0.646 -0.334
H3 2.152 1.582 -0.457
H4 -0.284 0.926 1.326
N1 -1.005 0.697 -0.337
N2 -0.903 -1.551 0.088
N3 1.507 -1.551 -0.167
N4 2.256 -0.336 -0.267

Cartesian forces (eV/Å) of the 2 atoms listed first:
-6.2 1.0 0.8
-1.1 -2.4 -0.4

The energy above the lowest of the compared OMol25 structures with the same formula, charge and spin is 94.3 kcal per mole. The orbital gap comes out at 9.26 eV. The HOMO energy is -9.49 eV. As for the multiplicity: 1. The LUMO energy is -0.23 eV.